# 1
The following is a quantum chemistry calculation of a molecular structure, C27H30N4SeSn, from the OMol25 dataset.

Structure (XYZ):
```
63
Properties=species:S:1:pos:R:3:forces:R:3
Sn -0.638 0.230 1.120 0.464 0.051 0.184
C -2.665 -2.513 2.921 -0.088 -1.070 -0.169
C -2.843 -1.585 4.103 0.107 0.729 -0.816
C -4.280 -1.074 4.111 -0.367 -0.138 0.214
C -1.783 -0.506 4.038 -0.113 0.592 0.476
C -0.436 -0.841 4.170 0.119 -0.539 -0.203
C 0.571 0.108 4.112 0.412 -0.308 0.188
C 0.274 1.459 3.994 -0.556 -0.189 -0.057
C 1.349 2.480 4.039 0.099 0.774 0.091
C -1.082 1.815 3.889 0.692 0.144 -0.154
C -2.086 0.858 3.915 -0.197 -0.423 -0.172
H -3.197 -3.454 3.116 0.064 0.134 -0.176
H -1.627 -2.780 2.699 -0.023 0.075 0.189
H -3.103 -2.082 2.029 -0.138 0.219 -0.365
H -2.646 -2.160 4.985 0.011 -0.303 0.759
H -4.541 -0.519 3.198 0.214 -0.092 0.134
H -4.498 -0.433 4.969 0.064 -0.065 -0.062
H -4.973 -1.926 4.156 0.203 0.213 0.038
H -0.149 -1.886 4.298 -0.127 0.174 0.013
H 1.614 -0.218 4.189 -0.368 0.164 0.035
H 1.482 2.869 5.051 -0.137 -0.027 0.020
H 1.108 3.332 3.404 0.045 0.052 0.008
H 2.314 2.097 3.745 0.252 -0.261 -0.203
H -1.308 2.868 3.784 -0.220 0.033 0.095
H -3.125 1.155 3.840 0.058 0.119 0.047
N -1.593 1.740 -0.437 0.081 -0.387 0.215
C -2.248 1.046 -1.528 -0.351 0.663 -0.705
C -2.954 1.746 -2.472 -0.252 -0.989 -0.201
C -3.650 1.019 -3.487 0.071 0.062 0.404
C -3.627 -0.349 -3.529 0.655 -0.216 0.152
C -2.832 -1.087 -2.593 -0.395 0.819 -0.120
C -2.701 -2.485 -2.558 -0.284 -0.685 -0.449
C -1.970 -3.099 -1.580 -0.394 -0.073 -0.006
C -1.410 -2.288 -0.593 0.969 -1.053 0.211
N -1.462 -0.986 -0.600 -0.321 0.470 -0.321
C -2.167 -0.362 -1.590 0.097 0.353 0.435
H -2.255 2.340 0.040 -0.072 0.196 0.031
H -0.826 2.317 -0.770 0.092 0.111 -0.015
H -3.019 2.825 -2.411 -0.021 -0.008 -0.122
H -4.243 1.551 -4.211 -0.038 0.162 -0.088
H -4.163 -0.896 -4.297 -0.016 0.088 0.060
H -3.198 -3.100 -3.308 0.077 0.240 0.062
H -1.885 -4.181 -1.530 0.072 0.271 0.017
H -0.807 -2.733 0.191 -0.157 -0.090 0.121
C 5.158 0.421 -0.474 0.083 -0.144 -0.366
N 4.208 0.452 -1.593 0.435 -0.024 -0.222
C 2.877 0.588 -1.513 0.008 0.123 -0.544
Se 1.941 0.924 0.090 0.095 -0.069 0.029
N 2.408 0.623 -2.783 -0.513 -0.019 0.238
C 3.446 0.542 -3.690 -0.122 -0.137 -1.032
C 3.490 0.552 -5.094 -0.472 0.142 0.372
C 4.732 0.504 -5.677 0.519 -0.116 0.257
C 5.922 0.383 -4.922 -0.355 0.171 -0.277
C 5.837 0.354 -3.549 1.286 0.152 0.595
C 4.597 0.444 -2.952 -0.287 -0.116 0.698
H 4.741 -0.176 0.323 0.008 -0.141 0.165
H 5.336 1.424 -0.130 -0.013 0.465 0.240
H 6.127 0.016 -0.797 -0.569 -0.067 -0.030
H 1.443 0.731 -3.052 0.041 0.018 0.300
H 2.589 0.620 -5.703 0.199 0.038 0.190
H 4.821 0.585 -6.741 -0.072 -0.105 -0.414
H 6.885 0.349 -5.448 -0.465 0.011 0.416
H 6.718 0.348 -2.906 -0.086 -0.177 -0.406
```
Positions in Å, forces in eV/Å.

Results
- Charge: +2
- HOMO level: -13.56 eV
- Kohn-Sham gap: 7.230 eV

# 2
The following is a quantum chemistry calculation of 6 unconnected molecules or ions with the total composition C27H30N6, from the OMol25 dataset.

Structure (XYZ):
```
63
Properties=species:S:1:pos:R:3:forces:R:3
N 7.140 -20.391 -9.233 -0.188 -0.003 -0.454
C 8.110 -20.252 -10.197 0.204 -0.001 0.821
C 8.920 -19.199 -9.801 -0.771 -0.592 -1.142
C 8.321 -18.634 -8.662 0.762 0.184 0.560
C 7.246 -19.405 -8.299 0.268 0.608 -0.077
H 6.430 -21.099 -9.263 -0.098 0.010 0.093
H 8.119 -20.954 -11.014 0.271 0.094 -0.077
H 9.777 -18.831 -10.338 0.043 0.004 0.020
H 8.774 -17.797 -8.152 -0.425 0.010 0.227
H 6.553 -19.243 -7.493 -0.093 -0.320 -0.004
N 2.424 -22.537 -13.217 0.932 0.868 0.895
C 3.670 -22.719 -12.664 0.443 -1.455 -0.518
C 3.957 -21.719 -11.799 -0.468 0.843 0.245
C 2.852 -20.831 -11.851 -0.364 0.357 0.218
C 1.927 -21.354 -12.705 -0.368 -0.047 -0.870
H 1.972 -23.168 -13.847 -0.063 0.008 -0.201
H 4.294 -23.547 -12.970 -0.165 -0.077 0.092
H 4.814 -21.540 -11.174 0.250 -0.331 -0.229
H 2.754 -19.890 -11.332 0.003 -0.037 0.000
H 1.055 -20.908 -13.160 -0.148 -0.080 0.354
N 4.267 -25.871 -14.564 -0.189 0.535 -0.361
C 4.629 -24.781 -15.325 0.525 -0.333 0.208
C 5.989 -24.644 -15.192 0.490 -0.212 -0.480
C 6.470 -25.703 -14.363 -0.216 0.421 -0.111
C 5.377 -26.413 -13.987 -0.535 -0.736 0.516
H 3.322 -26.176 -14.432 0.004 -0.172 0.031
H 3.932 -24.264 -15.959 -0.094 0.081 0.109
H 6.636 -23.974 -15.738 -0.218 0.205 0.087
H 7.480 -25.941 -14.081 0.079 0.171 -0.036
H 5.272 -27.280 -13.352 0.106 0.048 -0.014
N -2.191 -25.168 -16.076 -0.008 0.428 -0.637
C -1.774 -23.892 -16.149 -0.324 -1.298 1.082
C -1.216 -23.283 -15.037 1.366 1.051 -0.534
C -0.875 -23.990 -13.885 -1.233 -0.202 -1.219
C -1.344 -25.298 -13.850 0.639 0.147 0.947
C -2.010 -25.834 -14.947 0.179 0.193 0.056
H -1.885 -23.416 -17.110 -0.088 0.283 0.019
H -0.848 -22.266 -15.155 -0.214 0.024 0.097
H -0.325 -23.498 -13.098 -0.074 -0.183 0.246
H -1.137 -25.858 -12.944 -0.219 -0.364 -0.214
H -2.378 -26.852 -14.955 0.010 -0.052 0.208
N -1.352 -18.462 -6.942 0.383 1.142 -0.086
C -1.225 -19.754 -7.103 0.327 -1.554 -0.622
C -0.625 -20.375 -8.226 -0.655 1.153 1.416
C -0.186 -19.523 -9.206 0.907 -0.922 -1.141
C -0.254 -18.148 -9.060 -0.082 -0.041 0.625
C -0.809 -17.670 -7.891 -0.834 -0.147 -0.394
H -1.622 -20.421 -6.339 -0.069 0.324 0.158
H -0.524 -21.449 -8.227 -0.008 -0.032 -0.345
H 0.267 -19.983 -10.082 -0.020 0.289 -0.062
H 0.115 -17.435 -9.782 0.036 -0.197 -0.196
H -0.949 -16.595 -7.838 0.038 -0.034 0.627
N 7.451 -20.268 -16.336 0.447 -0.068 0.284
C 6.304 -20.594 -15.742 -0.465 0.025 -0.263
C 5.749 -19.918 -14.672 0.400 0.222 0.981
C 6.503 -18.908 -14.072 0.176 -0.381 -0.027
C 7.747 -18.649 -14.601 0.474 0.560 -0.551
C 8.173 -19.312 -15.748 -0.618 0.012 0.135
H 5.756 -21.436 -16.150 0.077 0.025 -0.196
H 4.828 -20.241 -14.203 -0.128 -0.034 -0.252
H 6.222 -18.371 -13.175 -0.409 -0.104 -0.066
H 8.383 -17.861 -14.215 -0.051 -0.103 0.214
H 9.113 -19.017 -16.194 0.063 -0.212 -0.194
```
Positions in Å, forces in eV/Å.

Results
- Relative energy (zero: lowest compared OMol25 entry of this formula, charge and spin): 0.0 kcal per mole
- Charge: 0
- SMILES string: c1cc[nH]c1.c1cc[nH]c1.c1cc[nH]c1.c1ccncc1.c1ccncc1.c1ccncc1
- HOMO level: -8.30 eV
- Kohn-Sham gap: 8.512 eV

# 3
The following is a quantum chemistry calculation of 2 unconnected molecules or ions with the total composition C27H30NO, from the OMol25 dataset.

Structure (XYZ):
```
59
Properties=species:S:1:pos:R:3:forces:R:3
C 0.314 -2.250 -6.812 -0.228 -0.072 -0.058
O -0.602 -2.479 -5.710 0.772 0.727 1.184
C -0.222 -2.001 -4.496 0.143 -0.251 -0.715
C -1.050 -2.275 -3.376 0.115 0.062 -0.183
C -0.653 -1.880 -2.118 -0.022 -0.366 -0.229
C 0.591 -1.227 -1.911 0.113 0.331 0.392
C 1.143 -0.976 -0.612 0.038 -0.339 -1.110
C 2.162 0.014 -0.332 0.836 0.149 0.823
C 2.793 -0.326 0.910 0.502 1.105 -1.001
C 3.905 0.379 1.350 -0.608 -0.457 0.079
C 4.354 1.475 0.598 -0.363 0.175 -0.600
C 3.698 1.852 -0.589 0.250 -0.088 0.371
C 2.600 1.123 -1.058 -0.078 -0.073 0.051
C 2.102 -1.485 1.455 -0.933 -1.225 0.037
C 1.053 -1.850 0.539 0.424 0.014 1.247
C 0.264 -2.968 0.804 0.110 0.074 -0.015
C 0.495 -3.704 1.971 0.325 0.037 0.352
C 1.543 -3.361 2.845 -0.580 -0.117 -0.445
C 2.361 -2.254 2.578 0.041 0.576 -0.436
C 1.373 -0.922 -3.054 0.041 0.297 -0.241
C 0.982 -1.281 -4.322 -0.219 -0.200 -0.128
H -0.196 -2.717 -7.653 0.239 0.129 0.004
H 0.471 -1.176 -7.003 -0.262 -0.380 0.094
H 1.293 -2.727 -6.639 -0.462 0.031 0.044
H -1.976 -2.825 -3.543 0.183 0.247 0.082
H -1.301 -2.064 -1.264 0.052 0.073 -0.267
H 4.396 0.062 2.269 0.021 0.268 -0.206
H 5.214 2.053 0.937 -0.238 -0.195 -0.090
H 4.057 2.713 -1.155 -0.146 -0.289 0.236
H 2.084 1.409 -1.972 0.163 0.117 0.235
H -0.511 -3.261 0.103 0.114 -0.146 0.273
H -0.135 -4.566 2.200 0.238 0.302 -0.099
H 1.716 -3.965 3.736 -0.039 0.169 -0.273
H 3.196 -1.976 3.220 -0.252 -0.236 0.003
H 2.335 -0.429 -2.954 -0.184 -0.228 0.127
H 1.616 -1.046 -5.181 -0.224 -0.119 0.505
C -3.238 2.287 4.168 -0.014 -0.005 0.077
C -2.766 1.395 3.025 -0.152 0.057 -0.398
C -2.066 0.151 3.554 -0.155 -0.095 0.067
C -1.861 2.158 2.041 0.172 0.349 0.919
C -2.528 3.423 1.458 0.041 -0.414 -0.054
C -2.040 3.502 0.003 0.652 0.130 0.065
C -1.559 2.081 -0.356 -0.607 -0.065 -0.556
N -1.473 1.379 0.897 0.034 -0.998 -0.186
H -2.388 2.676 4.745 -0.146 -0.042 -0.080
H -3.829 3.133 3.800 0.131 -0.094 0.106
H -3.875 1.709 4.846 0.117 0.143 -0.029
H -3.658 1.080 2.456 0.223 0.008 0.050
H -1.166 0.414 4.127 -0.116 -0.029 -0.088
H -2.746 -0.393 4.218 0.179 -0.022 -0.020
H -1.789 -0.523 2.737 0.032 0.046 0.088
H -0.961 2.438 2.629 -0.189 0.171 -0.096
H -3.622 3.321 1.476 0.272 0.012 0.124
H -2.236 4.296 2.050 -0.254 -0.074 -0.209
H -2.825 3.857 -0.671 0.302 0.013 0.073
H -1.173 4.170 -0.050 -0.264 0.114 -0.108
H -2.323 1.612 -1.001 0.252 0.007 -0.037
H -0.607 2.056 -0.917 -0.216 0.218 0.159
H -0.733 0.694 1.004 -0.177 0.466 0.090
```
Positions in Å, forces in eV/Å.

Results
- Relative energy (zero: lowest compared OMol25 entry of this formula, charge and spin): 0.0 kcal per mole
- Charge: +1
- HOMO level: -10.26 eV
- Kohn-Sham gap: 4.514 eV

# 4
The following is a quantum chemistry calculation of 16 unconnected molecules or ions with the total composition C27H31B2Cl45F10NO6, from the OMol25 dataset.

Structure (XYZ):
```
122
Properties=species:S:1:pos:R:3:forces:R:3
C -1.511 5.166 0.804 0.025 0.022 -0.515
N -0.855 4.049 0.124 0.189 -0.618 0.393
C 0.547 3.966 0.514 0.026 0.768 0.165
B -1.616 2.819 0.404 -0.315 -0.084 -0.541
O -2.783 2.663 -0.405 0.116 -0.116 0.440
B -1.279 1.651 1.609 1.223 -0.690 1.157
O -2.277 1.682 2.738 -0.344 0.091 -0.440
C -2.376 0.413 3.281 -0.027 0.197 -0.232
C -1.739 0.521 4.660 -0.438 -0.653 0.081
F -0.455 0.924 4.614 -0.151 -0.220 0.131
F -1.780 -0.728 5.279 0.025 0.151 0.104
C -2.478 1.502 5.623 0.701 0.180 -0.286
F -2.064 2.751 5.331 -0.390 -0.145 0.079
F -3.816 1.412 5.472 0.194 0.062 0.137
C -2.146 1.278 7.135 0.062 0.109 0.325
F -2.197 2.459 7.777 -0.158 -0.361 -0.040
F -0.916 0.781 7.321 -0.252 0.116 -0.093
F -3.024 0.449 7.713 0.186 0.140 -0.164
C -1.751 -0.652 2.265 0.701 2.235 -1.280
C -2.850 -1.476 1.573 -0.417 -0.647 0.085
C -2.483 -1.608 0.121 1.085 -0.329 -0.444
O -1.506 -2.219 -0.255 -0.273 -0.055 0.138
O -3.279 -1.005 -0.794 0.073 0.343 0.758
C -0.433 -1.345 2.670 -0.361 -0.914 0.236
C -0.377 -2.867 2.562 0.909 -0.183 0.208
O -0.730 -3.531 3.763 -0.424 -0.181 -0.061
C 1.087 -3.258 2.271 -0.366 0.697 0.228
F 1.307 -4.580 2.429 0.098 0.163 -0.257
F 1.917 -2.608 3.130 -0.022 -0.601 -0.322
F 1.459 -2.906 1.023 -0.016 -0.367 0.370
O -1.346 0.223 1.197 -0.736 -0.054 -0.551
H -1.406 5.104 1.895 -0.045 -0.043 0.063
H -2.566 5.155 0.536 -0.099 0.173 0.081
H -1.075 6.117 0.489 -0.022 0.082 -0.081
H 0.655 4.094 1.597 0.177 -0.264 0.082
H 1.110 4.792 0.054 -0.625 -0.553 0.113
H 1.010 3.037 0.200 -0.095 -0.184 0.060
H -2.477 2.445 -1.289 -0.237 0.372 -0.256
H -0.158 1.756 2.149 0.088 0.400 -0.188
H -3.446 0.202 3.372 0.045 -0.347 0.540
H -2.946 -2.494 1.953 -0.127 0.001 0.266
H -3.819 -0.986 1.636 0.022 0.151 0.175
H -2.661 -0.804 -1.509 -0.175 -0.174 -0.369
H 0.338 -0.944 2.023 -0.125 0.267 -0.172
H -0.119 -1.104 3.682 0.020 0.028 0.016
H -0.955 -3.278 1.737 -0.095 0.100 -0.053
H -0.838 -2.877 4.458 0.024 0.128 0.038
C 2.320 -7.367 0.183 -0.070 -0.027 0.020
Cl 1.002 -8.273 -0.557 -0.040 0.031 -0.027
Cl 3.130 -8.344 1.403 0.058 0.008 0.035
Cl 3.464 -6.817 -1.046 0.064 0.043 -0.023
H 1.906 -6.492 0.670 0.002 0.023 -0.015
C 3.707 0.427 5.610 -0.048 0.016 -0.139
Cl 3.172 -0.262 4.083 0.062 0.140 0.155
Cl 4.544 1.964 5.355 0.034 0.000 0.022
Cl 2.354 0.633 6.720 -0.030 -0.007 0.023
H 4.408 -0.262 6.062 0.024 0.015 0.014
C 5.064 -8.259 -4.567 0.028 -0.045 -0.074
Cl 6.115 -7.032 -5.276 -0.056 -0.059 -0.142
Cl 4.222 -9.165 -5.822 -0.003 0.009 0.025
Cl 5.992 -9.345 -3.529 0.021 0.034 0.093
H 4.325 -7.760 -3.953 0.003 -0.004 0.027
C -4.317 -5.557 0.034 0.087 0.125 0.005
Cl -5.799 -4.608 0.129 -0.044 0.017 0.028
Cl -3.472 -5.209 -1.478 0.056 -0.052 -0.004
Cl -3.274 -5.250 1.421 -0.007 -0.057 -0.001
H -4.579 -6.606 0.044 -0.027 -0.005 -0.038
C -5.497 2.937 1.452 0.206 -0.122 0.080
Cl -5.181 2.470 3.112 -0.207 0.211 0.117
Cl -6.472 1.694 0.673 -0.122 -0.031 -0.223
Cl -6.305 4.513 1.364 0.017 0.018 -0.004
H -4.550 3.006 0.925 -0.012 -0.053 -0.062
C -10.506 4.146 2.320 0.020 -0.080 -0.049
Cl -12.227 3.742 2.300 -0.013 0.023 0.018
Cl -9.537 2.725 2.692 0.020 0.010 0.003
Cl -10.019 4.848 0.775 -0.015 -0.006 0.002
H -10.341 4.883 3.094 0.003 0.015 0.002
C 3.257 7.658 -1.088 0.213 -0.139 0.082
Cl 4.798 8.052 -0.314 -0.227 0.005 -0.068
Cl 3.446 7.705 -2.853 0.051 -0.024 0.161
Cl 2.645 6.107 -0.517 0.422 0.627 -0.411
H 2.536 8.416 -0.815 0.017 0.041 -0.020
C -10.126 1.292 -0.766 0.060 -0.012 -0.035
Cl -11.841 0.868 -0.805 -0.003 0.020 0.035
Cl -9.139 -0.116 -0.383 -0.105 -0.049 0.003
Cl -9.626 2.009 -2.297 0.007 0.019 0.024
H -9.978 2.027 0.014 0.015 0.008 -0.002
C 8.713 -5.115 -3.133 -0.074 -0.028 0.042
Cl 9.887 -5.665 -1.939 0.011 -0.014 -0.031
Cl 7.075 -5.234 -2.505 0.010 0.084 0.154
Cl 9.070 -3.459 -3.636 0.046 0.010 0.013
H 8.789 -5.756 -4.001 0.008 -0.002 -0.012
C 2.041 2.808 -3.801 0.071 0.019 0.029
Cl 3.269 2.050 -2.783 -0.006 -0.003 -0.022
Cl 0.436 2.570 -3.125 -0.042 0.015 0.068
Cl 2.382 4.527 -4.018 0.104 -0.304 -0.029
H 2.071 2.335 -4.773 0.027 -0.005 -0.008
C -5.635 -2.363 -3.116 0.000 0.044 0.116
Cl -6.140 -1.257 -1.853 -0.187 0.033 -0.074
Cl -7.020 -3.220 -3.806 0.019 -0.037 0.004
Cl -4.743 -1.510 -4.381 0.039 -0.018 -0.002
H -4.972 -3.098 -2.675 0.010 -0.012 -0.013
C -1.039 6.907 -4.816 0.047 -0.085 0.051
Cl 0.485 7.108 -3.951 -0.306 0.265 -0.054
Cl -0.802 7.138 -6.555 -0.011 0.034 -0.009
Cl -1.752 5.332 -4.487 -0.001 0.010 0.011
H -1.727 7.666 -4.470 -0.008 0.017 -0.017
C 6.983 -12.914 -4.561 0.021 -0.058 -0.043
Cl 5.616 -13.803 -5.233 -0.001 0.019 0.010
Cl 7.833 -13.884 -3.356 -0.007 0.016 0.003
Cl 8.084 -12.395 -5.838 -0.010 0.019 0.012
H 6.600 -12.030 -4.072 -0.029 0.030 -0.001
C 7.800 10.640 -0.859 -0.098 -0.041 -0.032
Cl 6.993 12.209 -0.817 0.022 0.008 0.008
Cl 7.392 9.690 0.571 0.207 0.097 0.060
Cl 7.395 9.768 -2.336 0.031 0.008 0.013
H 8.868 10.812 -0.853 0.011 0.011 0.012
C 9.444 -0.387 -5.686 -0.004 0.125 0.004
Cl 8.051 0.678 -5.515 0.002 -0.033 0.007
Cl 10.180 -0.206 -7.280 0.003 -0.032 -0.002
Cl 10.627 -0.082 -4.412 -0.025 -0.053 -0.015
H 9.100 -1.408 -5.591 0.003 -0.016 -0.014
```
Positions in Å, forces in eV/Å.

Results
- Charge: -1
- HOMO level: -4.73 eV
- Kohn-Sham gap: 6.015 eV

Among the records above, which one has the lowest HOMO level? C27H30N4SeSn

Look up the Kohn-Sham gap of the first one. 7.230 eV

Which value of Kohn-Sham gap does entry 3 give? 4.514 eV